Here is a molecular structure, C46H59Br3ClF8I2NO28P in a non-equilibrium geometry from the Open Molecules 2025 dataset. Energies are from ωB97M-V/def2-TZVPD.

The value obtained for the HOMO-LUMO gap is 3.7 eV. As for the electronic energy: -377342.0486 eV. The multiplicity is 1. Its total charge is -1. The calculation puts the largest force on an atom at 12.320 eV/Å. Its HOMO energy is -4.079 eV.

Each line ends with the Löwdin charge.
Geometry (Å):
C  2.10  1.43  -5.95  0.066
C  2.21  0.12  -5.77  -0.118
C  2.62  -1.28  -5.07  -0.672
Cl  3.51  -2.11  -6.51  0.562
O  3.34  -1.24  -3.80  -0.686
P  2.42  -1.82  -2.38  0.388
Br  4.03  -1.11  -0.88  0.460
C  1.18  -2.51  -1.10  -0.309
C  1.63  -2.59  0.42  -0.286
C  0.51  -3.32  1.39  -0.206
C  -0.94  -3.49  0.73  -0.215
C  -1.79  -2.08  0.72  -0.145
C  -3.07  -2.39  -0.26  -0.190
O  -3.98  -1.26  -0.39  -0.072
C  -5.04  -1.61  -1.29  -0.349
O  -4.93  -2.46  -2.26  0.009
C  -6.51  -0.92  -1.17  -0.052
C  -6.64  0.38  -0.50  -0.010
C  1.88  0.02  -2.34  -0.614
Br  3.52  1.19  -2.73  0.975
C  1.26  0.68  -1.04  -0.647
C  -0.04  1.57  -1.54  -0.169
Br  2.42  2.10  -0.11  0.810
C  3.44  -3.43  -2.72  -0.676
I  5.47  -2.78  -3.44  0.947
C  3.77  -4.44  -1.55  -0.770
C  5.05  -5.43  -1.94  -0.346
I  2.22  -6.01  -1.19  0.764
O  1.07  -2.25  -3.46  -0.308
C  1.32  -2.22  -4.88  -0.384
N  1.19  -3.47  -5.70  -0.075
C  -0.15  -4.13  -5.51  -0.230
C  -1.10  -4.04  -6.84  -0.231
C  -2.64  -4.20  -6.34  -0.159
H  2.06  2.58  -6.13  0.056
H  0.76  -3.50  -1.56  0.046
H  0.23  -1.83  -1.13  0.090
H  1.78  -1.55  0.93  0.087
H  2.60  -3.16  0.66  0.051
H  0.42  -2.71  2.38  0.111
H  0.94  -4.35  1.73  0.087
H  -0.96  -4.02  -0.30  0.104
H  -1.55  -4.18  1.44  0.110
H  -2.23  -1.88  1.78  0.119
H  -1.17  -1.18  0.38  0.100
H  -3.66  -3.29  0.19  0.135
H  -2.59  -2.74  -1.26  0.139
H  -7.44  -1.41  -1.64  0.119
H  -6.63  1.34  -1.16  0.083
H  -6.72  0.39  0.65  0.076
H  1.13  0.15  -3.22  0.088
H  0.85  0.04  -0.19  0.052
H  -0.66  1.00  -2.34  0.090
H  0.44  2.47  -2.10  0.079
H  -0.67  1.91  -0.64  0.057
H  3.02  -4.02  -3.62  0.068
H  4.16  -4.00  -0.55  0.068
H  6.05  -5.00  -1.54  0.048
H  5.06  -5.72  -3.04  0.052
H  4.94  -6.44  -1.36  0.021
H  0.47  -1.57  -5.34  0.156
H  1.90  -4.17  -5.46  0.080
H  -0.77  -3.69  -4.64  0.116
H  0.05  -5.25  -5.25  0.129
H  -0.85  -4.92  -7.55  0.101
H  -0.94  -3.01  -7.34  0.105
H  -3.31  -4.28  -7.29  0.067
H  -2.75  -5.21  -5.78  0.075
H  -3.00  -3.33  -5.66  0.075
C  4.78  -1.99  4.74  -0.067
C  3.47  -1.26  4.68  -0.330
O  2.80  -1.88  3.61  0.137
C  3.28  -3.16  3.57  -0.503
O  2.76  -4.06  2.97  0.145
O  4.42  -3.29  4.31  0.078
F  3.65  0.04  4.38  0.085
H  5.52  -1.57  4.06  0.149
H  5.20  -2.01  5.75  0.142
H  2.87  -1.35  5.59  0.156
C  -6.51  -5.62  2.64  -0.073
C  -6.54  -4.12  2.65  -0.329
O  -5.57  -3.79  3.63  0.136
C  -4.66  -4.81  3.60  -0.526
O  -3.57  -4.75  4.08  0.170
O  -5.15  -5.90  2.94  0.076
F  -7.74  -3.66  3.07  0.072
H  -7.15  -6.06  3.40  0.147
H  -6.79  -6.03  1.66  0.145
H  -6.27  -3.66  1.70  0.171
C  0.39  1.70  7.60  -0.087
C  1.24  0.47  7.57  -0.324
O  2.53  0.97  7.27  0.128
C  2.55  2.23  7.79  -0.519
O  3.56  2.86  7.97  0.161
O  1.30  2.68  8.08  0.084
F  0.86  -0.36  6.57  0.078
H  0.04  1.99  6.60  0.116
H  -0.47  1.60  8.26  0.146
H  1.27  -0.08  8.52  0.174
C  -3.87  3.11  0.26  -0.059
C  -4.14  4.57  0.34  -0.318
O  -2.87  5.15  0.14  0.141
C  -2.19  4.27  -0.64  -0.511
O  -1.18  4.53  -1.24  0.170
O  -2.80  3.04  -0.67  0.064
F  -4.58  4.92  1.58  0.062
H  -3.55  2.68  1.21  0.144
H  -4.73  2.54  -0.10  0.122
H  -4.84  4.94  -0.42  0.157
C  -5.67  8.42  -1.56  -0.062
C  -6.75  8.95  -0.66  -0.325
O  -7.77  7.98  -0.77  0.145
C  -7.12  6.81  -1.03  -0.524
O  -7.62  5.72  -0.92  0.162
O  -5.83  7.02  -1.42  0.058
F  -7.23  10.13  -1.13  0.080
H  -5.81  8.71  -2.60  0.151
H  -4.68  8.74  -1.24  0.148
H  -6.46  9.06  0.38  0.178
C  7.26  0.20  -1.15  -0.109
C  8.33  0.24  -0.11  -0.324
O  9.50  -0.09  -0.84  0.133
C  9.28  0.36  -2.11  -0.527
O  10.14  0.51  -2.93  0.147
O  7.96  0.63  -2.32  0.077
F  8.13  -0.72  0.82  0.072
H  6.87  -0.80  -1.32  0.064
H  6.44  0.88  -0.92  0.119
H  8.46  1.21  0.37  0.173
C  -4.26  2.48  4.72  -0.065
C  -4.28  3.98  4.73  -0.325
O  -3.31  4.31  5.70  0.151
C  -2.41  3.29  5.67  -0.493
O  -1.31  3.35  6.16  0.153
O  -2.90  2.20  5.02  0.087
F  -5.49  4.44  5.15  0.080
H  -4.90  2.04  5.49  0.149
H  -4.54  2.07  3.75  0.139
H  -4.02  4.44  3.78  0.158
C  6.06  5.28  -2.17  -0.078
C  4.98  5.82  -1.29  -0.328
O  3.96  4.85  -1.39  0.126
C  4.61  3.67  -1.65  -0.548
O  4.10  2.58  -1.53  -0.648
O  5.90  3.88  -2.03  0.064
F  4.51  7.00  -1.76  0.068
H  5.93  5.57  -3.22  0.146
H  7.06  5.60  -1.85  0.140
H  5.27  5.93  -0.24  0.175